# 1
Density functional theory data (wB97M-V/def2-TZVPD) for 2 unconnected molecules or ions with the total composition C2H8N5 in a non-equilibrium geometry.

Calculated values
Total charge: +1
Relative energy (zero: lowest compared OMol25 entry of this formula, charge and spin), kcal/mol: 106.02
Frontier orbital gap (spin up / spin down), eV: 7.85 / 7.86
E, Ha: -354.3878
Highest occupied orbital energy (spin up / spin down), eV: -13.98 / -13.99
Maximum force, eV Å⁻¹: 5.9
LUMO energy (spin up / spin down), eV: -6.129 / -6.128

Last column: Löwdin charge in e.
Element x y z (Å)
C1 -0.92443 1.83292 1.39177  -0.050
C2 0.34266 -1.03601 -1.48067  -0.536
N1 -0.87340 -0.58865 -1.54116  0.216
N2 -0.60779 0.64744 1.63516  -0.012
N3 0.74224 -1.72094 -2.60309  0.170
N4 1.21203 -0.50463 -0.60724  0.153
N5 1.16319 -0.52794 0.63625  0.144
H1 -0.96133 2.67678 2.04163  0.075
H2 -1.05945 2.06608 0.26701  0.109
H3 -1.36623 -0.41661 -0.70694  0.026
H4 0.07684 -1.81035 -3.35174  0.123
H5 -0.48894 0.29364 2.57282  0.075
H6 1.72762 -1.57454 -2.76021  0.109
H7 0.47718 -1.16619 1.15046  0.183
H8 1.72603 0.24718 1.16173  0.215


# 2
Density functional theory data (wB97M-V/def2-TZVPD) for a molecular structure, C34H35AsN3O6S in a non-equilibrium geometry.

Calculated values
Total charge: -1
Frontier orbital gap, eV: 4.26
E, Ha: -4566.1409
Highest occupied orbital energy, eV: -4.18
Maximum force, eV Å⁻¹: 3.2
LUMO energy, eV: 0.075

Last column: Löwdin charge in e.
Element x y z (Å)
N1 -1.05545 -3.98495 0.76129  0.086
C1 -0.98066 -3.30522 -0.34230  -0.497
N2 -2.22578 -3.03589 -1.01791  0.081
N3 0.33788 -2.85006 -0.75998  0.011
C2 0.39445 -2.44611 -2.19098  -0.239
C3 -0.30784 -1.07793 -2.51818  -0.208
C4 0.68365 0.15576 -2.60005  -0.277
C5 -0.05030 1.41902 -1.98741  -0.435
As1 0.36915 3.16027 -2.94518  0.493
C6 -1.27591 4.00280 -1.98124  -0.491
S1 -0.82974 5.46703 -0.98852  0.649
O1 -1.59976 5.46113 0.31497  -0.475
O2 -0.97431 6.75604 -1.72587  -0.438
H1 -0.10066 -4.06586 1.12731  0.036
H2 -2.64425 -2.24946 -0.52071  0.089
H3 -2.83895 -3.84268 -0.97277  0.069
H4 0.92373 -3.68516 -0.70828  0.089
H5 1.48397 -2.30852 -2.43252  0.113
H6 0.06426 -3.29597 -2.84975  0.103
H7 -0.99994 -0.86568 -1.66471  0.081
H8 -0.85869 -1.19414 -3.47917  0.110
H9 0.99834 0.30598 -3.65533  0.077
H10 1.53582 -0.08907 -1.91317  0.101
H11 0.12742 1.53107 -0.88797  0.068
H12 -1.15074 1.22932 -2.13135  0.051
H13 -0.59069 2.80039 -4.14135  -0.060
H14 0.72514 4.51971 -3.62478  -0.077
H15 1.32128 3.54976 -1.74826  -0.076
H16 1.57978 2.51257 -3.73942  -0.083
H17 -2.13205 4.19030 -2.66662  0.051
H18 -1.63301 3.24341 -1.23751  0.032
H19 0.49671 5.25346 -0.61696  0.055
C7 -1.33735 7.43983 9.76773  -0.069
C8 -0.10048 6.95376 9.35283  -0.067
C9 0.17075 6.80688 7.99989  -0.003
C10 -0.79902 7.13470 7.05554  -0.082
C11 -2.04635 7.59903 7.47209  -0.083
C12 -2.30885 7.76136 8.83066  -0.006
C13 -3.10733 7.90660 6.48001  -0.284
O3 -4.19478 8.31612 6.84777  0.089
C14 -2.82084 7.69840 5.04277  -0.096
C15 -3.82258 7.92745 4.10267  -0.007
C16 -3.56007 7.74780 2.75080  -0.042
C17 -2.29446 7.34750 2.32882  -0.044
C18 -1.29443 7.11249 3.26261  0.020
C19 -1.55609 7.27772 4.62150  -0.086
C20 -0.49122 6.99034 5.61036  -0.281
O4 0.61637 6.63689 5.25038  0.103
H20 -1.54505 7.56266 10.82424  0.102
H21 0.65314 6.69126 10.08590  0.103
H22 1.13560 6.43340 7.68017  0.119
H23 -3.27174 8.13410 9.15689  0.117
H24 -4.80806 8.24187 4.42371  0.115
H25 -4.34271 7.92142 2.02201  0.108
H26 -2.09022 7.21404 1.27633  0.076
H27 -0.31366 6.79628 2.93127  0.124
C21 5.40692 -9.32677 -5.40394  -0.061
C22 5.87603 -8.17403 -4.77969  -0.059
C23 5.02229 -7.41022 -3.99670  0.002
C24 3.69127 -7.79029 -3.84429  -0.082
C25 3.21515 -8.93260 -4.48934  -0.083
C26 4.07988 -9.70585 -5.26048  -0.002
C27 1.78829 -9.32390 -4.37638  -0.280
O5 1.37423 -10.32245 -4.93569  0.100
C28 0.87597 -8.47160 -3.57718  -0.085
C29 -0.47854 -8.79133 -3.50613  0.001
C30 -1.33782 -8.00529 -2.75038  -0.051
C31 -0.84515 -6.90418 -2.05580  -0.046
C32 0.49949 -6.58054 -2.12568  0.006
C33 1.36289 -7.35567 -2.89458  -0.079
C34 2.79217 -6.97642 -2.99077  -0.277
O6 3.21997 -6.01194 -2.38513  0.107
H28 6.07697 -9.92707 -6.00775  0.105
H29 6.90931 -7.87259 -4.90275  0.106
H30 5.39176 -6.51706 -3.50850  0.122
H31 3.71736 -10.60001 -5.75184  0.119
H32 -0.86410 -9.64891 -4.04323  0.119
H33 -2.39190 -8.25053 -2.70129  0.108
H34 -1.51460 -6.29419 -1.46057  0.099
H35 0.86868 -5.71980 -1.58418  0.101


# 3
Density functional theory data (wB97M-V/def2-TZVPD) for a molecular structure, C24H32F6MnN6OP2S.

Calculated values
Total charge: +2
2S+1: 6
Frontier orbital gap (spin up / spin down), eV: 6.50 / 3.84
E, Ha: -4168.4058
Highest occupied orbital energy (spin up / spin down), eV: -13.61 / -13.61
Maximum force, eV Å⁻¹: 0.8
LUMO energy (spin up / spin down), eV: -7.114 / -9.769

Last column: Löwdin charge in e.
Element x y z (Å)
Mn1 0.30693 0.21476 1.22560  0.992
S1 4.44118 -1.77821 0.87144  1.244
C1 4.67676 -0.22621 0.19231  -0.405
C2 5.86670 0.32816 -0.25075  -0.045
C3 5.81684 1.60579 -0.76726  0.020
C4 4.58696 2.32670 -0.87045  -0.006
C5 3.41121 1.79834 -0.44584  0.027
C6 3.42684 0.49725 0.13550  -0.217
N1 2.38497 -0.18140 0.63869  0.077
C7 2.76849 -1.40810 1.08315  -0.464
C8 1.86086 -2.21007 1.77805  -0.208
C9 2.18203 -3.50955 2.26535  0.010
C10 1.30108 -4.13971 3.09723  -0.014
C11 0.11286 -3.48459 3.46900  0.038
C12 -0.22673 -2.21814 2.96945  -0.060
C13 0.62080 -1.58915 2.09757  -0.091
H1 6.79756 -0.21835 -0.18805  0.132
H2 6.73003 2.07007 -1.11653  0.133
H3 4.59600 3.31871 -1.30126  0.129
H4 2.48740 2.34105 -0.55604  0.098
H5 3.12007 -3.98008 1.99413  0.117
H6 1.52532 -5.12229 3.48840  0.129
H7 -0.56589 -3.96991 4.16004  0.135
H8 -1.15594 -1.75665 3.27347  0.106
N2 0.73645 6.34587 0.79461  0.175
C14 0.69397 5.00781 0.82577  -0.282
C15 1.22312 4.28044 1.91243  0.019
C16 1.14471 2.91868 1.90484  -0.123
N3 0.59827 2.21014 0.89430  -0.102
C17 0.09072 2.90104 -0.14760  -0.128
C18 0.12758 4.26277 -0.23029  0.021
H9 1.07874 6.87106 1.58046  0.126
H10 0.29741 6.86185 0.05204  0.125
H11 1.66079 4.79422 2.75764  0.128
H12 1.52410 2.35111 2.74776  0.130
H13 -0.36182 2.31012 -0.93475  0.115
H14 -0.30188 4.76109 -1.08912  0.127
C19 -2.08942 -3.10808 0.39967  -0.078
N4 -2.41304 -2.38496 -0.81857  -0.283
C20 -3.61164 -2.86977 -1.50208  -0.083
P1 -1.51145 -1.15766 -1.40878  0.570
O1 -0.46256 -0.72132 -0.39809  -0.343
N5 -0.70615 -1.55026 -2.79092  -0.302
C21 -1.44465 -2.02203 -3.96164  -0.089
C22 0.64024 -2.11445 -2.70595  -0.087
N6 -2.59048 -0.03675 -1.88967  -0.292
C23 -3.81319 0.23163 -1.12564  -0.085
C24 -2.34063 0.92410 -2.95830  -0.088
H15 -2.74620 -2.81952 1.22570  0.092
H16 -1.06482 -2.90744 0.68357  0.048
H17 -2.20112 -4.18105 0.23032  0.098
H18 -4.46294 -2.86543 -0.81722  0.100
H19 -3.46751 -3.89294 -1.85460  0.095
H20 -3.85854 -2.23894 -2.35136  0.073
H21 -2.39270 -1.49933 -4.05971  0.072
H22 -1.63973 -3.09778 -3.91327  0.093
H23 -0.85495 -1.82589 -4.85761  0.097
H24 1.08332 -1.88523 -1.74056  0.053
H25 1.27150 -1.68736 -3.48815  0.091
H26 0.62344 -3.19998 -2.84413  0.093
H27 -3.85195 -0.37806 -0.22812  0.074
H28 -4.69649 0.02268 -1.73313  0.098
H29 -3.84288 1.27790 -0.82231  0.087
H30 -1.41037 0.69541 -3.47018  0.079
H31 -2.27798 1.93939 -2.55424  0.081
H32 -3.15841 0.90633 -3.68180  0.098
F1 -0.73340 0.68020 2.85622  -0.266
P2 -2.44276 1.16440 2.46727  0.239
F2 -2.72270 -0.41198 2.36939  -0.128
F3 -2.71672 1.15365 4.00745  -0.063
F4 -1.91357 2.65860 2.50798  -0.093
F5 -3.88248 1.55201 2.00719  -0.058
F6 -1.88153 1.06533 0.91003  -0.201